[1]
15
Properties=species:S:1:pos:R:3:forces:R:3 method="wB97M-V/def2-TZVPD" largest_force_ev_per_a=1.746 smiles="[H]/N=C1/NC[C@@H]2C[C@@H]12" de_lowest_kcal_mol=83.93 homo_lumo_gap_ev=9.65
H 1.966 -1.926 0.075 0.1 -0.5 -0.4
N 2.090 -0.957 -0.168 0.1 -0.3 0.4
C 0.980 -0.374 0.005 1.0 0.6 -0.7
N 0.957 1.027 0.049 -1.3 -1.1 -0.3
C -0.419 1.564 0.111 -0.2 0.1 0.1
C -1.204 0.334 -0.357 0.3 -0.4 -1.0
C -1.893 -0.985 -0.034 1.0 0.6 0.8
C -0.409 -0.790 0.344 -0.9 1.0 0.9
H 1.808 1.495 -0.177 0.2 0.5 -0.1
H -0.580 2.423 -0.547 0.2 -0.1 0.1
H -0.614 1.847 1.133 -0.4 0.2 0.4
H -1.075 0.299 -1.454 0.3 -0.1 0.4
H -2.451 -1.145 0.873 -0.3 0.1 0.0
H -2.264 -1.537 -0.886 0.2 0.0 -0.1
H -0.446 -0.453 1.409 -0.2 -0.6 -0.5

[2]
15
Properties=species:S:1:pos:R:3:forces:R:3 method="wB97M-V/def2-TZVPD" largest_force_ev_per_a=6.556 smiles="C1=NN[C@@H]2C[C@H]2C1" de_lowest_kcal_mol=143.96 homo_lumo_gap_ev=9.95
C -1.755 0.447 -0.134 -3.0 -1.1 2.5
N -2.024 -0.873 -0.026 4.9 4.3 1.0
N -0.630 -1.555 0.340 -1.9 3.1 1.7
C 0.394 -0.856 -0.263 3.3 2.2 0.3
C 1.895 -0.373 -0.139 0.9 -0.2 1.5
C 0.733 0.514 0.463 0.6 -4.1 2.3
C -0.426 1.359 0.009 -0.4 -3.0 0.7
H -2.740 1.048 0.150 1.8 -1.0 -1.6
H -0.837 -2.391 0.007 -0.5 -4.9 -1.8
H 0.180 -0.617 -1.258 -0.5 0.4 -1.7
H 2.771 -0.856 0.542 -2.8 1.3 -0.9
H 2.486 -0.002 -1.005 -1.3 -0.6 -0.1
H 0.813 0.190 1.625 -0.9 1.3 -2.7
H -0.606 2.193 0.597 -0.7 1.4 1.6
H -0.253 1.773 -0.908 0.5 0.9 -2.9

[3]
15
Properties=species:S:1:pos:R:3:forces:R:3 method="wB97M-V/def2-TZVPD" largest_force_ev_per_a=0.750 de_lowest_kcal_mol=100.35 homo_lumo_gap_ev=8.67
C -0.681 -0.446 1.907 -0.2 0.1 0.0
C 0.343 0.225 -0.315 0.0 0.0 -0.2
N 0.777 1.500 0.077 0.0 -0.1 0.1
C -0.874 -0.141 -1.351 -0.1 -0.4 0.5
C -0.169 -0.755 0.537 0.2 0.2 -0.7
N 1.275 -0.393 -2.699 0.0 -0.1 -0.1
C 0.412 -0.275 -1.773 0.2 0.1 0.6
H 0.718 2.171 -0.677 0.0 -0.1 0.0
H 0.309 1.863 0.899 0.0 -0.1 0.0
H 2.221 -0.287 -2.338 -0.1 0.1 0.0
H -1.847 -0.597 -1.328 0.0 0.1 0.0
H -0.066 -1.791 0.248 0.0 0.1 -0.1
H -1.245 -1.279 2.324 0.0 0.1 0.0
H 0.152 -0.234 2.587 0.0 0.0 -0.1
H -1.323 0.441 1.901 0.0 -0.1 0.0

[4]
15
Properties=species:S:1:pos:R:3:forces:R:3 method="wB97M-V/def2-TZVPD" largest_force_ev_per_a=0.513 de_lowest_kcal_mol=77.15 homo_lumo_gap_ev=8.13
C 0.674 -1.511 0.956 0.0 -0.1 -0.1
N 0.354 -0.153 0.568 0.2 0.4 -0.3
C 1.132 0.914 0.688 0.0 -0.3 0.1
N 0.576 2.081 0.385 -0.3 0.1 0.3
C -0.756 1.876 0.091 0.4 0.0 0.3
C -0.929 0.338 -1.551 0.0 -0.3 -0.2
C -0.895 0.369 0.011 -0.1 0.1 -0.1
H 0.766 -2.165 0.082 0.0 0.1 0.1
H 1.621 -1.517 1.503 -0.2 0.0 -0.1
H -0.100 -1.918 1.617 0.1 0.1 -0.1
H 2.168 0.811 1.011 -0.2 0.0 0.0
H -0.393 1.180 -2.007 -0.1 -0.3 0.3
H -0.484 -0.589 -1.911 -0.1 -0.1 -0.1
H -1.968 0.424 -1.874 0.2 -0.1 0.0
H -1.767 -0.141 0.432 0.2 0.3 0.0

[5]
15
Properties=species:S:1:pos:R:3:forces:R:3 method="wB97M-V/def2-TZVPD" largest_force_ev_per_a=3.365 smiles=CCn1ccnc1 de_lowest_kcal_mol=38.58 homo_lumo_gap_ev=9.52
C -1.915 0.142 0.650 -0.1 0.0 0.1
C -1.071 0.214 -0.614 -0.2 -0.1 -0.1
N 0.331 -0.009 -0.335 0.0 0.1 0.1
C 0.990 -1.204 -0.122 0.3 0.3 -0.1
C 2.272 -0.833 0.268 0.3 1.4 -0.7
N 2.343 0.550 0.333 -0.5 1.1 -0.2
C 1.207 0.993 -0.086 -0.5 0.4 0.3
H -2.967 0.324 0.417 0.1 0.0 0.1
H -1.824 -0.846 1.113 -0.1 0.1 0.0
H -1.581 0.889 1.378 -0.1 -0.1 -0.1
H -1.147 1.205 -1.077 0.0 -0.2 0.1
H -1.396 -0.519 -1.357 0.0 0.0 0.1
H 0.430 -2.130 -0.253 0.6 0.2 0.0
H 3.312 -0.807 -0.033 0.5 -3.3 0.5
H 1.014 2.033 -0.282 -0.5 0.1 0.1

[6]
15
Properties=species:S:1:pos:R:3:forces:R:3 method="wB97M-V/def2-TZVPD" largest_force_ev_per_a=1.074 smiles=C[C@H]1[C@@H](C#N)N1C de_lowest_kcal_mol=39.28 homo_lumo_gap_ev=10.72
C -1.975 0.177 0.073 0.0 0.0 0.0
C -0.643 -0.350 -0.399 -0.1 -0.1 0.0
C 0.497 0.560 -0.759 0.2 0.2 -0.1
C 0.473 2.001 -0.584 0.0 1.0 0.2
N 0.512 3.133 -0.352 -0.1 -1.0 -0.4
N 0.470 -0.158 0.491 0.0 0.0 0.1
C 1.537 -1.079 0.808 0.1 -0.1 0.0
H -1.820 1.085 0.663 0.0 -0.1 -0.1
H -2.634 0.414 -0.769 0.1 -0.1 0.1
H -2.477 -0.562 0.706 0.1 0.1 -0.1
H -0.677 -1.254 -1.018 0.1 0.1 0.2
H 1.141 0.211 -1.569 0.0 0.1 0.2
H 1.874 -1.718 -0.024 -0.2 0.1 0.0
H 1.235 -1.707 1.651 0.0 0.0 -0.2
H 2.381 -0.464 1.137 0.0 -0.2 -0.1

[7]
15
Properties=species:S:1:pos:R:3:forces:R:3 method="wB97M-V/def2-TZVPD" largest_force_ev_per_a=0.871 smiles="C[C@H]1C=CC(N)=N1" de_lowest_kcal_mol=28.21 homo_lumo_gap_ev=9.60
C 1.325 -0.474 1.392 -0.1 0.4 0.5
C -0.207 -0.147 1.139 0.5 -0.4 0.0
C -0.809 1.189 0.694 0.4 -0.1 -0.2
C -0.907 1.146 -0.643 0.1 0.1 0.2
C -0.396 -0.173 -1.038 -0.2 -0.4 0.0
N -0.008 -0.510 -2.315 -0.4 -0.1 -0.1
N -0.257 -0.983 -0.054 -0.5 -0.2 -0.7
H 1.982 -0.265 0.532 -0.5 0.3 0.3
H 1.721 -0.010 2.288 0.1 0.2 0.2
H 1.363 -1.569 1.505 -0.1 0.5 0.2
H -0.733 -0.508 2.034 -0.1 -0.2 -0.4
H -1.273 1.950 1.325 0.6 -0.2 0.0
H -1.378 1.842 -1.333 0.2 0.1 0.3
H -0.002 -1.509 -2.464 0.1 0.1 -0.1
H -0.421 0.020 -3.064 -0.1 0.0 -0.1

[8]
15
Properties=species:S:1:pos:R:3:forces:R:3 method="wB97M-V/def2-TZVPD" largest_force_ev_per_a=1.193 smiles=N#C[C@H](N)C1CC1 de_lowest_kcal_mol=49.72 homo_lumo_gap_ev=10.88
N 0.681 0.481 2.562 0.1 -0.2 -0.8
C 0.758 0.090 1.478 0.5 0.4 1.0
C 0.930 -0.410 0.096 0.0 0.0 0.3
N 2.189 -0.050 -0.518 0.1 0.2 0.0
C -0.334 -0.175 -0.690 -0.3 -0.5 0.5
C -1.451 0.809 -0.683 -0.2 0.5 -0.2
C -1.593 -0.342 0.242 0.1 -0.4 -0.4
H 0.940 -1.507 0.168 0.1 0.2 0.2
H 2.938 -0.509 -0.008 0.0 0.2 -0.2
H 2.346 0.950 -0.460 0.0 0.0 -0.1
H -0.204 -0.591 -1.702 -0.5 -0.7 0.8
H -1.365 1.819 -0.307 -0.1 0.0 0.2
H -2.037 0.680 -1.581 0.1 0.5 -0.2
H -2.215 -1.212 0.104 -0.5 0.3 -0.5
H -1.582 -0.034 1.299 0.8 -0.5 -0.6

How do the records compare in E_LUMO? In the order shown, they have 0.98 0.98 0.66 0.44 0.89 0.91 1.09 0.85 eV.